The following is a DFT calculation (wB97M-V/def2-TZVPD) of 2 unconnected molecules or ions with the total composition C6H3P at a distorted geometry.

Geometry as ORCA input:
```
! RIJCOSX wB97M-V def2-TZVPD def2/J DEFGRID3
* xyz 0 1
C -2.66498 -0.49706 0.02007
C 1.81043 -0.94560 -1.94043
C 0.83893 2.00858 1.82436
C -1.53958 -0.87221 0.06031
C 0.83451 -1.20445 -1.27496
C 0.61866 1.10151 1.09434
P 0.01045 -1.77049 0.16804
H -3.54371 0.08129 0.18938
H 2.65061 -0.73556 -2.56121
H 0.98468 2.83399 2.42011
*
```

Computed properties:
Relative energy (zero: lowest compared OMol25 entry of this formula, charge and spin): 5.2 kcal/mol
Gap between HOMO and LUMO (alpha / beta): 6.26 / 6.26 eV


The following is a DFT calculation (wB97M-V/def2-TZVPD) of a single C6H4 molecule at a distorted geometry.

Geometry as ORCA input:
```
! RIJCOSX wB97M-V def2-TZVPD def2/J DEFGRID3
* xyz 0 1
C 1.80822 0.54957 0.63067
C -1.66489 1.38982 0.28883
C 2.00824 1.26331 -0.64165
C 1.08210 0.16323 -0.44158
C -0.20116 -0.60638 -0.67833
C -1.02707 0.41044 -0.02966
H 1.93921 0.44431 1.72050
H -2.36349 1.91446 0.84462
H -0.53615 -0.81556 -1.76860
H -0.08798 -1.41424 -0.06176
*
```

Computed properties:
Relative energy (zero: lowest compared OMol25 entry of this formula, charge and spin): 62.2 kcal/mol
Gap between HOMO and LUMO: 9.84 eV
SMILES: C#CCC1=C=C1


The following is a DFT calculation (wB97M-V/def2-TZVPD) of 13 unconnected molecules or ions with the total composition C6H40N2O12 at a distorted geometry.

Geometry as ORCA input:
```
! RIJCOSX wB97M-V def2-TZVPD def2/J DEFGRID3
* xyz 0 1
C 2.16902 -1.29134 -1.28077
C 0.88709 -2.06797 -1.05206
C -0.46520 -1.31839 -1.29726
C -0.45727 -0.19110 -2.24356
C -0.59655 1.26983 -1.84631
N -1.89132 1.59243 -1.18619
C -1.86295 2.77063 -0.29638
N -3.26345 2.90763 0.12169
H 3.10107 -1.95119 -1.45977
H 1.99433 -0.73279 -2.19975
H 2.36814 -0.40681 -0.67009
H 0.86826 -2.83463 -1.85433
H 0.92768 -2.52688 -0.07568
H -0.92061 -1.11117 -0.34030
H -1.10824 -2.13381 -1.65233
H 0.41658 -0.19195 -2.98541
H -1.36656 -0.29549 -2.85867
H -0.72866 2.05510 -2.70811
H 0.23108 1.82044 -1.30363
H -2.12036 0.68165 -0.68986
H -1.25112 2.61232 0.57770
H -1.52492 3.62087 -0.86700
H -3.93678 2.45892 -0.45428
H -3.35794 2.54757 1.11186
H 0.34595 1.99218 1.89281
H 1.43277 2.99372 2.16824
O 1.18352 2.30383 1.49438
H -0.65563 -2.06540 2.08116
H -0.88512 -3.36879 1.40211
O -1.46676 -2.65012 1.80359
H 3.78138 -2.57003 0.80342
H 2.30363 -2.71272 0.74035
O 3.15207 -3.32121 0.79654
H 2.22349 3.62152 -1.62284
H 1.50532 3.62257 -0.29682
O 2.34547 3.55114 -0.66804
H 2.41531 1.83022 -2.40004
H 3.38794 0.77871 -2.93036
O 3.03706 1.65724 -3.14841
H -2.38640 -1.31310 1.26072
H -3.01149 -0.70781 2.63091
O -2.89153 -0.54021 1.71516
H 1.54680 0.08472 1.99472
H 2.55056 -0.64262 0.99043
O 2.12171 -0.70550 1.90353
H -3.18194 -3.19651 -1.70372
H -3.32219 -2.29496 -0.52058
O -3.65824 -3.08562 -0.89877
H -3.78657 -0.49987 0.16142
H -4.55491 -0.10745 -1.07101
O -3.75757 -0.53759 -0.80584
H 1.57950 -1.73888 3.20294
H 0.51131 -2.05020 4.35911
O 0.63922 -1.84304 3.39115
H -0.29653 0.00540 3.70685
H -1.36870 0.64627 2.60094
O -0.59794 0.68862 3.09909
H 3.29759 2.17109 -0.33073
H 4.62944 1.49118 -0.06452
O 3.72016 1.22939 -0.22742
*
```

Computed properties:
Relative energy (zero: lowest compared OMol25 entry of this formula, charge and spin): 103.3 kcal/mol
Gap between HOMO and LUMO: 8.58 eV


- Which value of relative energy (zero: lowest compared OMol25 entry of this formula, charge and spin) does entry 2 give?
  62.2 kcal/mol